No. 1
ORCA calculation (ωB97M-V with the def2-TZVPD basis set) on a molecular structure, C68H112Br2N12O4 at a distorted geometry.

```
198
Properties=species:S:1:pos:R:3
H -4.8328 1.5694 -6.6561
H 0.9326 -6.4268 4.2645
H 2.1541 -5.2940 3.0362
C 1.7015 -1.3236 -0.2324
O -0.2726 1.3442 -3.1427
H -1.4616 -0.0817 -6.3543
C -2.1669 -2.5084 0.7870
H 6.6105 -3.7985 4.5003
C -2.9736 -5.4235 -1.2438
Br 4.5963 2.1211 -0.1755
H -1.5828 -1.9466 0.0786
H 6.4171 5.9889 6.5449
H -0.6854 -0.5241 -3.9039
O -2.1021 3.8618 -8.1007
C 0.8800 6.8830 -1.4151
C 5.5958 -4.1378 4.2888
H 0.9598 -5.4372 -5.5138
N 4.3495 2.6067 3.5468
H 0.9887 0.0034 -4.1241
H -0.5127 -0.6105 -1.5106
C 6.7854 7.9647 5.9282
H -1.0192 5.2131 -1.7193
H -7.4132 2.4434 4.4148
C -2.6727 -5.5654 -4.8900
H -3.6103 -0.8186 -9.0613
C -2.4226 -2.6120 4.4353
H -0.2294 -8.4613 -4.3206
H -1.7660 3.5670 1.7838
C -4.7236 0.5848 -7.0849
H -4.0119 5.2934 0.8105
H 3.8801 -6.7452 -3.4197
H -3.1608 1.6301 -9.1193
H 2.1013 5.4962 0.4035
C 0.1376 0.0506 -3.4250
C -8.1728 2.9061 3.8058
H 2.4286 -1.0190 0.5119
H 1.7379 7.9073 -3.2441
H 2.1492 -8.1845 -4.5397
O 0.0391 8.7989 -2.3810
C 2.8532 -0.2742 -2.0781
H 2.1467 5.3137 -3.3511
C 2.9812 -4.2933 -3.9616
H 3.2494 -6.0635 -1.9510
H -0.0750 -8.2577 5.4604
C 1.7743 -6.0994 -5.1512
H -9.6898 2.8174 5.3211
C -11.7209 3.9880 4.1173
C 0.7803 7.6643 -2.7532
N 1.0794 5.4182 -1.4863
H -3.5150 -1.6840 -7.5095
C -2.3352 3.2323 0.9258
H -2.0587 -1.0215 -8.3967
C -2.9386 -3.7188 -3.3563
H -1.8813 -6.3292 -4.8706
C -2.7965 -5.8935 -2.5461
C -0.1088 4.7701 -2.1130
H 2.6774 -5.9038 -5.7211
H -0.0688 7.0527 -0.8953
C 2.9420 -6.4798 -2.9072
C -5.6328 2.1246 2.2815
H 6.3981 9.3221 2.9444
O 0.0670 -7.5320 -4.3284
Br 0.2024 3.2449 -5.4390
C 7.3007 10.1840 5.2385
H -2.3326 -1.5477 4.6779
H 0.7360 1.6522 -1.3768
C 5.7789 -2.5487 2.4606
N -3.2642 0.4295 -7.3426
H -2.9078 -3.1116 -4.2580
C -6.3719 3.2924 2.1252
H 6.3654 -1.9279 3.1311
N -2.7060 -2.8837 3.0423
C 5.3297 5.0617 4.2338
H -0.1134 -9.3077 7.4736
C 0.3350 -0.7291 -2.1901
H 2.8385 3.5486 2.5352
C -4.4394 4.3677 1.1895
H 0.1581 -5.9401 -3.1379
C 5.4433 2.6789 4.2983
H -1.2619 3.9049 -7.6020
C -2.0394 -2.1923 2.0996
H 3.6525 0.1329 -1.4460
C 5.8831 7.2599 3.4561
C 6.2869 8.5635 3.7109
H 4.6013 -7.3377 6.4276
H 2.6915 4.1271 -2.0418
H 0.7312 -10.6537 6.6886
H -0.0513 4.8398 -3.2011
H 6.4891 10.8389 5.5851
C 2.3337 5.1325 -2.3006
H 3.8764 -4.6576 -4.4590
C 5.9123 3.8892 4.6755
H 6.8618 3.9066 5.1913
H 1.1554 -8.0270 -5.9915
H 5.1285 -2.0468 1.7541
H -3.6192 -6.0373 -5.1393
H 7.2321 8.2828 6.8642
H 0.2509 7.0066 -3.4534
C 3.6189 -5.5258 4.5615
C 6.3355 6.6947 5.7384
C -2.9859 -3.5754 0.4259
H 5.9362 1.7721 4.6119
H -5.1809 0.4402 -8.0606
H -6.0962 1.2132 2.6385
C 0.9528 -7.9641 5.7146
C 2.9148 -8.4618 6.8882
C -2.7207 1.6239 -8.1299
H -1.3864 -1.4170 2.5038
H -3.0921 -6.1219 -0.4396
H 2.4225 -3.6655 -4.6534
C 3.8316 1.2868 3.2410
H -11.6966 3.8873 5.2052
C -2.9625 2.9952 -7.4334
H 1.4934 3.9093 -0.0498
C 3.1021 -4.9259 3.3938
C -3.0905 -0.8528 -8.0924
H -3.9788 3.3648 -7.5192
C -10.0047 4.2086 2.3837
H -2.9147 -0.2970 -5.4263
H -0.0376 3.6924 -1.9351
C -9.4123 3.1209 4.3182
H -3.6792 1.2442 1.9213
C -5.7430 4.4102 1.5853
H -5.1506 -0.2570 -6.5273
N 6.7278 8.9053 4.9720
C -4.3320 2.1102 1.8602
C -3.0612 -4.0514 -0.9878
C -3.5253 -3.8942 2.7503
C 3.7015 3.7037 3.1573
N -2.7992 -5.0239 -3.5463
H 0.3483 5.2773 0.4707
N -3.7371 3.2129 1.3127
C -2.4229 0.3722 -6.1126
C 4.8671 -5.0865 5.0188
H 1.1576 -4.9872 -1.9282
H 3.9315 1.0327 2.1741
N 1.6486 -8.6870 6.6011
H 3.5895 5.8239 3.2397
H -10.7817 4.6569 1.7762
C 4.1368 4.9396 3.5419
H 3.0724 -3.8007 -2.9861
H 3.4026 -9.1050 7.6186
H 0.4346 -4.1934 -3.3473
H 3.5143 -3.2565 1.9378
C 1.5383 -6.8901 5.0249
H -1.6385 1.4564 -8.1591
H 2.0846 -2.2543 -0.6496
H 0.7431 -1.4938 0.2548
H 2.2766 1.5341 -0.4106
H 7.8226 10.5564 4.3746
H -2.8528 -6.9402 -2.8634
H -2.3032 1.3770 -5.7773
H 5.6452 6.9610 2.4416
C -3.6733 -4.2285 1.4408
H 2.7908 1.2562 3.5745
H -6.2164 5.3712 1.4135
H 0.8147 0.9651 0.2893
C 1.3109 1.0395 -0.6956
H -1.4215 -2.9817 4.6523
C 1.3690 -7.5773 -5.0110
H 2.2998 -7.3414 -2.8241
H 4.4669 0.5546 3.7162
N 1.5802 -0.3298 -1.2741
H -0.0764 2.0085 -3.9500
H 0.5399 -1.7308 -2.5531
N -10.3640 3.7585 3.6003
C 5.8464 6.3622 4.4878
N 5.0396 -3.5354 3.1981
H 3.1366 5.8597 -2.0868
C 3.5463 -7.3985 6.2398
C 0.8539 -9.7553 7.2814
H -2.7487 2.9143 -6.3681
H 1.4083 -10.0621 8.1596
H 0.2681 9.4316 -3.0808
H -12.0315 4.9824 3.7878
C -3.0571 -3.2077 -2.0755
H -2.2549 3.9271 0.1050
H -2.3721 -4.7783 -5.5812
N 2.1202 -5.5461 -3.7194
C -7.7662 3.3739 2.5533
C -8.7091 4.0340 1.8013
H 1.6697 7.3279 -0.8030
C 2.9072 -6.6069 5.3012
H 3.0947 -1.2739 -2.4466
H 5.3527 -5.5563 5.8715
H -8.5089 4.2418 0.7470
H -4.4701 -4.9284 1.2375
H -4.1335 -4.3211 3.5327
H 6.5166 -3.0418 1.8169
H 7.9927 10.2274 6.0996
C 0.8638 -5.1365 -2.9751
H -1.9784 2.2505 0.5908
C 1.2563 4.9843 -0.0643
H 2.7272 0.4278 -2.9035
H -3.1191 -3.1605 5.0738
C 3.8393 -3.9069 2.7531
H -12.4478 3.3237 3.6729
H -3.1742 -2.1363 -1.9259
```

Computed properties:
Energy in eV: -238359.7533
ΔE to the lowest compared entry with this formula, charge and spin in kJ/mol: 4.22
F_max in eV Å⁻¹: 2.799
Charge: +10
E_HOMO in eV: -23.346

=====

No. 2
ORCA calculation (ωB97M-V with the def2-TZVPD basis set) on 11 unconnected molecules or ions with the total composition C68H130BF4N14O6 at a distorted geometry.

```
223
Properties=species:S:1:pos:R:3
C -4.1132 2.5523 -4.8738
H 1.7211 2.8791 -9.0102
H 4.8871 0.5104 6.1508
H 3.8589 -0.9688 3.7056
H 1.5719 1.7016 -3.9264
N 5.7461 3.6166 -0.0111
C 3.2636 3.0011 -0.0828
C 0.9006 0.0215 -10.0699
H 3.0917 -3.4022 6.8935
H -6.6783 -4.0444 2.6358
H -1.3267 7.0316 -3.9286
H -2.6404 1.9578 -2.0754
N 0.0385 5.4135 -3.9635
H -0.5143 -0.5907 0.3000
H 4.8117 2.0713 -1.9338
H -5.4234 4.9912 -4.9300
C 4.1832 0.9710 5.4589
C -1.0822 -2.3969 -3.7870
H 1.3282 -2.5345 -5.4042
H 7.6582 4.7270 -1.8661
H 2.3775 1.2502 3.4867
C -3.3747 2.1042 -2.8570
H -4.9715 -3.6270 4.3917
H -4.2515 6.1461 -0.7907
C 0.0279 0.6194 -8.9551
H 3.1737 3.2000 -6.6373
C -4.0070 -4.7905 2.2554
H 3.1135 -4.4075 1.8325
C 2.2592 -1.3640 7.3802
C 3.0404 -1.1589 4.4015
H 0.4072 -1.4290 -2.5783
H 2.3653 -7.1866 3.8177
H -7.3239 -2.0133 2.2797
H -1.1211 2.2870 4.4100
C -3.6324 2.6237 5.2645
H -1.5795 3.9535 1.8489
C -4.7336 2.3654 -2.7380
H 1.0591 -4.4456 -1.2932
H 1.1159 3.6747 -3.2199
C 1.8586 1.0350 4.4239
H -4.1530 2.7516 -5.9334
H 2.4407 0.2265 -4.4655
H -6.9597 3.1498 -3.4975
H 8.9897 2.7836 0.9961
C 0.3731 4.4265 -3.0094
C 7.9037 2.7618 1.0963
H 0.3938 -8.1098 -0.6172
H 2.0194 -3.5467 2.8668
H 2.9429 3.6757 0.7106
H 7.7058 3.3988 1.9581
N -5.1735 2.5414 -4.0201
H -7.7550 -2.6858 0.8598
H -2.2110 7.3818 -1.4718
C -3.4662 5.6597 -1.3692
C -4.5820 -2.8535 3.7301
N 0.7985 1.2965 -7.8917
H -0.4796 -4.8146 3.0761
C 3.4630 -1.3065 8.2985
C -6.8452 -2.3463 1.3551
H -2.7855 -0.3630 -0.2919
H 4.3905 2.4560 2.2715
C 0.9053 -3.4115 -4.9406
H -7.2602 3.3374 3.3234
C 0.6607 -5.5629 -4.3474
H 3.2699 1.8602 -4.3916
C 0.2495 0.1698 0.4678
H -1.3348 -5.4595 -0.6384
N -2.9964 2.2382 -4.1758
H 8.4395 1.8438 -1.4277
H -6.3813 4.5512 2.5164
H -1.1420 1.5048 -3.8345
C -6.4697 3.0100 -4.4602
H 3.4397 -5.3916 -5.0506
H 6.7561 0.4731 -0.1982
C 1.3620 -3.6990 0.8348
H 7.2102 2.5408 -2.3784
H -0.6394 1.3426 -9.4262
H -6.1416 -1.6791 -0.5085
C 0.9460 -1.5789 8.1387
F -2.1585 -1.5950 5.5869
H 7.7199 1.7168 1.3420
C -6.0163 -1.3867 0.5356
H 1.5677 -0.7443 -9.6714
C 2.8636 0.1897 5.2288
C 0.3194 -5.4131 3.5122
C -0.6224 -1.7629 -2.4615
C 2.7055 -6.2988 3.2840
C 0.5940 -6.0700 0.1224
H 2.4403 -5.6824 -6.4884
H 1.5611 0.7249 -10.5763
H -3.3976 0.0108 2.3558
H -1.7174 6.3290 -0.2168
H -0.7307 -2.5361 -1.6989
O 0.7734 -7.7436 1.7541
C 0.9891 0.8193 -6.6149
H -3.0116 2.2167 6.0474
H 9.0053 4.4263 -0.9554
C 3.5932 -2.2736 5.3339
H 0.3122 0.5203 1.4971
H 1.0704 -2.4108 8.8328
N -0.1942 -3.4754 -4.2059
C -4.4050 -0.0738 1.9434
H -5.2672 -2.0290 3.9285
C -0.9022 -5.7427 0.3212
O 5.5307 4.6339 0.7689
H 0.9835 0.4931 4.0682
H -1.8128 1.2733 -5.4812
H -3.5802 -2.5360 4.0210
F -1.2179 -0.5889 3.7314
C 4.6893 2.5233 0.1133
H 0.6104 4.4573 -5.7140
O -1.2741 1.9723 -0.0264
H -4.5893 -5.4985 2.8426
N 2.1243 -0.0455 6.5491
H 3.9278 1.9744 5.7984
F -0.0722 -1.9450 5.0442
H -6.1792 -4.2052 0.9961
C 7.2418 3.2710 -0.2575
H -5.0772 -0.0097 2.7998
H -4.0080 3.7674 2.2259
C 2.7074 -4.9516 -5.7255
H 1.9835 -2.8526 0.5359
O 0.3194 1.5146 -1.5198
B -1.0569 -1.0101 5.0459
H 1.2074 -0.2009 0.1034
H 7.6394 5.4044 -0.2435
H -3.3994 4.6701 -0.9117
H -3.8477 -1.2736 -1.3418
H 1.6107 1.9605 4.9419
H 0.5995 -4.9534 4.4611
C -1.6507 1.9840 -4.6715
H 4.2614 -1.2754 7.5560
C -0.8516 6.2292 -3.3843
H 2.3204 -5.2026 -0.6628
O -2.6292 -2.5322 1.3724
C -6.5288 4.1245 3.5076
H 0.2682 -0.4584 -10.8159
C -0.3277 4.6761 -1.8552
H -0.0301 6.1528 -5.9242
C 0.5768 5.4738 -5.3267
F -0.6404 0.0829 5.8698
H -1.7488 1.6639 2.9669
C 5.0029 1.4915 -1.0274
H 4.0280 0.9377 1.3989
H -7.1868 5.0161 -5.2148
H -4.5749 0.9343 1.5602
H -1.1693 -1.5931 -4.5197
C 2.0531 -4.2522 2.0352
H -1.5637 -6.5109 0.7230
H 3.6841 -2.2057 8.8721
H -3.9279 -5.1762 1.2371
H 1.5696 5.9230 -5.3044
C -0.2716 1.3450 -0.4209
C 1.5554 -5.6043 2.6382
H -2.9691 -4.8732 2.5800
C 2.3524 1.3049 -4.5763
C -1.7459 2.5757 3.5649
C -4.5413 -1.1465 0.8816
H 3.0685 3.4437 -1.0612
H 2.5657 2.1645 -0.1340
H 0.3819 -0.0124 -6.2934
C 6.4771 1.0048 -1.1083
H -2.0833 -2.8274 -3.8129
C -6.2902 4.3988 -5.2307
H -4.2935 0.2336 -0.7610
H 3.0873 -4.0471 -6.1966
N -1.0611 5.8116 -2.1302
H 4.3384 0.6287 -1.0532
H -1.2349 2.9559 -4.9317
H 0.5072 -0.7970 8.7577
H -0.1237 -6.3476 3.8594
C -4.0652 3.4979 3.2685
H -6.9944 4.8334 4.1898
H -0.8973 4.5797 3.3631
O 1.8019 0.9660 7.3311
H 2.1133 -1.4064 3.8873
N 1.8749 1.6034 -5.9504
C 7.9283 4.5313 -0.8271
N 1.4641 -4.6400 -5.0180
H 1.9121 -7.4468 -0.9742
H -5.9864 4.3705 -6.2795
H 3.4319 -0.4806 9.0082
C 7.4030 2.1761 -1.3686
N 1.1738 -6.5429 1.4085
C -1.0357 3.6851 2.7549
H -1.0401 -4.9223 1.0252
N -3.1012 2.9108 4.0157
H 3.5211 -6.5274 2.5986
N -3.9393 -2.4810 1.3263
C 4.7077 1.7864 1.4721
H -5.8071 3.0120 5.8873
H 3.8238 -3.1537 4.7304
H -6.4023 -0.3661 0.5199
C 0.8617 -7.1633 -0.8862
C 2.3298 2.5665 -6.8628
H 6.5872 0.3126 -1.9433
H -6.8530 2.1616 -5.0254
N -5.2275 3.5846 3.9835
H 0.1380 -1.8585 7.4631
H 1.6976 -3.0309 5.9685
C -4.6221 -3.3908 2.2660
H 0.6159 -6.8783 -1.9088
H -1.3186 -0.9869 -2.1456
C -0.3980 -4.8092 -3.7717
H -5.4078 2.3558 -1.8965
H -0.0406 3.3927 2.4205
H 5.6676 1.3497 1.7451
H -0.3215 4.2575 -0.8608
H 0.8843 -6.6180 -4.3853
H 3.1569 -5.6988 4.0755
H -3.8633 5.5468 -2.3780
H -0.6751 -0.1025 -8.5396
C -2.0937 6.3225 -1.2391
H 0.4071 -3.1863 0.9539
C 2.5843 -2.5698 6.4027
C -6.0903 -3.5481 1.8651
C 1.3512 -4.8356 -0.3166
C -4.9628 3.0178 5.2148
C 1.6545 2.3988 -8.0458
H 4.6792 1.0482 4.4916
C -3.8186 -0.6884 -0.4219
H 4.5774 -2.0850 5.7653
H -1.1625 -5.0232 -3.0424
```

Computed properties:
Energy in eV: -117236.3542
F_max in eV Å⁻¹: 8.392
Charge: +7
E_HOMO in eV: -21.391

=====

Which of these has the lowest energy?
C68H112Br2N12O4

=====

The lowest charge belongs to which entry?
C68H130BF4N14O6

=====

Among the records above, which one has the lowest F_max?
C68H112Br2N12O4

=====

Among the records above, which one has the highest energy?
C68H130BF4N14O6